Density functional theory data (ωB97M-V with the def2-TZVPD basis set) for a cluster of 13 separate species, C13H52N26O13 in total at a distorted geometry.

Element x y z (Å)
C 3.013 -3.324 1.847
O 2.300 -3.568 0.865
N 2.959 -4.267 2.943
N 4.065 -2.424 1.842
H 2.067 -4.755 2.803
H 3.092 -3.933 3.899
H 3.896 -1.611 1.190
H 4.475 -2.126 2.730
C -0.835 -0.210 -4.612
O -0.683 -1.457 -4.434
N -1.998 0.280 -5.154
N 0.112 0.665 -4.245
H -1.749 1.036 -5.756
H -2.748 -0.343 -5.468
H -0.092 1.655 -4.035
H 0.948 0.240 -3.866
C -2.905 -0.103 3.829
O -3.655 -1.049 3.666
N -3.361 1.211 3.931
N -1.557 -0.243 3.711
H -4.350 1.187 4.033
H -2.851 1.939 4.408
H -1.295 -1.273 3.547
H -1.320 0.147 2.794
C 1.931 2.967 -1.313
O 2.959 3.481 -0.829
N 1.122 2.091 -0.553
N 1.606 3.226 -2.618
H 0.581 1.410 -1.026
H 1.662 1.696 0.230
H 2.225 3.950 -3.017
H 0.724 3.121 -3.115
C -2.609 4.083 0.861
O -2.463 5.298 0.954
N -3.847 3.501 0.624
N -1.529 3.329 0.806
H -4.587 4.137 0.910
H -4.013 2.527 0.939
H -0.638 3.783 0.686
H -1.645 2.304 0.796
C 2.528 -0.865 4.782
O 3.465 -1.651 5.003
N 2.804 0.465 4.723
N 1.248 -1.193 4.584
H 3.591 0.825 5.163
H 2.238 1.034 4.123
H 0.402 -0.609 4.747
H 1.094 -2.141 4.232
C 1.179 3.434 2.681
O 1.514 2.296 2.562
N 0.433 3.869 3.782
N 1.711 4.387 1.715
H -0.126 3.177 4.260
H -0.070 4.748 3.657
H 1.506 5.361 1.815
H 2.445 3.997 1.131
C -4.057 -1.937 -2.657
O -3.684 -0.820 -2.361
N -5.336 -2.481 -2.290
N -3.329 -2.845 -3.392
H -5.446 -3.479 -2.103
H -5.907 -1.884 -1.675
H -3.952 -3.331 -4.024
H -2.341 -2.582 -3.647
C 4.639 -0.891 -1.030
O 5.141 -1.969 -1.231
N 5.329 0.330 -1.124
N 3.277 -0.763 -0.443
H 4.813 1.085 -0.754
H 6.319 0.277 -1.138
H 2.855 0.065 -0.749
H 2.617 -1.484 -0.666
C -1.680 3.696 -2.952
O -1.069 3.585 -4.047
N -2.689 2.816 -2.719
N -1.452 4.770 -2.054
H -2.975 2.141 -3.368
H -2.972 2.631 -1.758
H -0.639 5.342 -2.270
H -2.194 5.158 -1.563
C -1.437 -3.239 1.786
O -0.731 -2.827 2.766
N -1.016 -4.114 0.758
N -2.695 -2.839 1.567
H -0.038 -4.125 0.443
H -1.628 -4.698 0.204
H -3.292 -2.511 2.312
H -3.181 -3.301 0.769
C -0.832 -0.662 -0.140
O -1.550 0.074 0.546
N 0.245 -1.133 0.443
N -1.070 -0.831 -1.416
H 0.647 -2.028 0.153
H 0.278 -0.797 1.384
H -0.542 -1.527 -1.920
H -2.012 -0.758 -1.764
C 2.032 -3.344 -2.488
O 1.050 -2.955 -1.806
N 3.124 -3.783 -1.806
N 2.084 -3.215 -3.881
H 4.047 -3.590 -2.150
H 2.864 -3.882 -0.882
H 1.087 -3.069 -4.118
H 2.326 -3.988 -4.508

## Properties
E = -79698.9888 eV
energy relative to the best compared isomer or geometry (same formula, charge and spin) = 55.6 kcal per mole
HOMO energy = -9.1 eV
total charge = 0
spin multiplicity = 1

---

Density functional theory data (ωB97M-V with the def2-TZVPD basis set) for a cluster of 13 separate species, C13H52O13 in total at a distorted geometry.

Element x y z (Å)
C -2.570 2.374 4.241
O -2.526 1.655 3.026
H -2.664 1.636 5.038
H -1.719 3.040 4.390
H -3.449 3.013 4.166
H -1.895 0.942 3.160
C 0.042 0.106 4.914
O -0.717 -0.723 4.075
H -0.460 0.378 5.842
H 0.898 -0.484 5.252
H 0.420 0.982 4.383
H -0.072 -1.299 3.642
C 3.437 1.712 -0.018
O 4.338 1.027 -0.840
H 2.572 2.003 -0.614
H 3.030 1.058 0.757
H 3.908 2.554 0.491
H 4.755 0.388 -0.253
C -0.110 0.316 0.525
O -0.334 -0.620 -0.516
H -1.006 0.910 0.702
H 0.259 -0.161 1.435
H 0.633 0.981 0.084
H 0.443 -1.053 -0.889
C 1.033 3.489 2.061
O 1.048 4.169 0.819
H 1.407 4.042 2.924
H -0.003 3.222 2.279
H 1.712 2.639 1.959
H 0.573 3.632 0.172
C -4.144 0.721 0.180
O -4.778 1.330 1.334
H -4.807 0.709 -0.683
H -3.249 1.324 0.029
H -3.907 -0.302 0.478
H -4.021 1.445 1.919
C 0.182 3.821 -2.342
O -0.380 3.039 -1.269
H 1.033 3.275 -2.753
H -0.579 3.961 -3.109
H 0.521 4.754 -1.896
H -0.894 2.292 -1.604
C 3.446 -1.848 0.814
O 4.447 -0.857 0.985
H 3.692 -2.562 0.025
H 3.352 -2.487 1.694
H 2.487 -1.374 0.612
H 5.324 -1.246 1.000
C 2.911 -1.936 -1.910
O 1.666 -2.273 -1.311
H 3.654 -1.858 -1.116
H 3.257 -2.693 -2.616
H 2.854 -0.996 -2.456
H 1.697 -3.207 -1.088
C -4.123 -2.176 -2.427
O -2.788 -2.216 -2.076
H -4.305 -2.075 -3.495
H -4.617 -3.048 -1.990
H -4.613 -1.324 -1.948
H -2.723 -2.255 -1.118
C 0.606 -2.517 -4.198
O 0.088 -3.060 -5.446
H 1.300 -1.718 -4.454
H -0.112 -2.173 -3.453
H 1.218 -3.291 -3.731
H -0.579 -3.695 -5.172
C 0.495 -3.111 1.690
O 0.957 -2.517 2.879
H 1.362 -3.377 1.085
H -0.063 -3.996 2.000
H -0.209 -2.433 1.208
H 1.487 -3.167 3.347
C -1.646 0.577 -3.847
O -1.994 0.979 -2.501
H -0.607 0.248 -3.820
H -2.263 -0.250 -4.199
H -1.754 1.437 -4.505
H -1.868 0.197 -1.950

## Properties
E = -40935.3591 eV
energy relative to the best compared isomer or geometry (same formula, charge and spin) = 61.4 kcal per mole
HOMO energy = -9.4 eV
total charge = 0
spin multiplicity = 1

---

Density functional theory data (ωB97M-V with the def2-TZVPD basis set) for a structure of composition C13H54CdF12N3O27S4 at a distorted geometry.

Element x y z (Å)
Cd 3.643 -1.817 -1.391
C 5.522 0.822 1.594
F 4.707 1.838 1.625
F 6.612 1.149 2.155
F 4.937 -0.205 2.244
S 6.102 0.090 -0.136
O 7.242 0.921 -0.626
O 6.645 -1.212 0.267
N 4.669 -0.178 -1.160
S 4.517 1.206 -1.914
O 3.195 1.235 -2.593
O 4.771 2.409 -1.083
C 5.731 1.220 -3.386
F 6.355 0.059 -3.528
F 5.132 1.597 -4.557
F 6.611 2.215 -3.079
C -2.604 5.333 4.778
F -1.995 4.479 5.615
F -3.561 4.683 4.268
F -3.044 6.382 5.446
S -1.427 5.921 3.328
O -1.695 5.130 2.128
O -1.684 7.365 3.135
N 0.218 5.818 3.959
S 0.620 4.341 3.385
O -0.447 3.357 3.716
O 1.082 4.373 2.010
C 2.193 3.768 4.305
F 2.493 2.540 3.991
F 3.204 4.491 3.882
F 1.989 3.918 5.575
C 1.293 1.308 1.032
C 0.282 0.179 0.949
C -1.161 0.744 1.310
C -2.160 -0.415 1.094
C -1.975 -0.952 -0.323
C -0.621 -1.572 -0.657
N 0.327 -0.497 -0.389
O 1.639 -0.862 -0.805
C -0.776 -1.885 -2.181
C -0.492 -2.949 0.102
C 0.713 -0.760 2.144
H 2.285 1.105 0.629
H 1.423 1.744 2.023
H 0.935 2.001 0.270
H -1.333 1.627 0.695
H -1.385 1.083 2.321
H -3.198 -0.132 1.270
H -2.059 -1.133 1.908
H -2.127 -0.161 -1.057
H -2.732 -1.684 -0.603
H -1.131 -1.067 -2.808
H -1.504 -2.633 -2.497
H 0.105 -2.290 -2.679
H -0.943 -3.779 -0.442
H -0.911 -2.909 1.107
H 0.527 -3.309 0.242
H 0.989 -0.190 3.031
H 1.573 -1.419 2.022
H -0.042 -1.425 2.566
O 0.564 -1.575 -5.551
H 0.380 -1.307 -6.452
H -0.167 -2.146 -5.317
O -5.007 -2.817 1.269
H -5.203 -2.344 0.461
H -5.862 -2.978 1.668
O -2.438 0.405 -5.624
H -2.144 -0.496 -5.490
H -3.167 0.330 -6.241
O -0.586 4.090 -0.735
H -1.045 3.250 -0.756
H -1.272 4.742 -0.872
O -1.534 -3.352 -5.598
H -1.535 -3.914 -6.373
H -2.292 -3.642 -5.091
O -2.742 -5.932 -2.131
H -3.102 -5.116 -2.478
H -3.486 -6.534 -2.111
O 0.221 -4.957 -3.525
H 0.065 -5.474 -2.735
H -0.117 -4.087 -3.314
O 2.152 4.915 -0.377
H 2.407 4.344 0.349
H 1.296 4.584 -0.651
O 2.714 -3.731 -1.492
H 2.699 -4.348 -0.760
H 2.699 -4.285 -2.273
O -0.492 -4.103 3.475
H -0.343 -3.601 2.673
H 0.363 -4.477 3.686
O 3.110 -1.473 -3.310
H 3.484 -1.797 -4.130
H 2.372 -0.928 -3.582
O 4.013 -2.558 0.568
H 4.602 -3.244 0.884
H 3.931 -1.954 1.306
O -2.523 0.852 5.850
H -2.283 1.286 5.031
H -2.102 1.377 6.531
O 0.112 1.722 -2.476
H 0.591 2.454 -2.087
H 0.275 0.988 -1.884
O -4.545 -0.775 3.556
H -4.037 -1.506 3.909
H -4.250 -0.694 2.649
O -5.704 -3.290 -2.017
H -6.399 -3.069 -2.637
H -5.366 -2.444 -1.723
O -5.466 -0.659 -0.538
H -6.165 -0.034 -0.727
H -4.661 -0.197 -0.771
O -4.113 3.130 1.417
H -3.863 2.844 0.539
H -3.313 3.506 1.784

## Properties
E = -154619.7002 eV
HOMO energy = -4.7 eV
total charge = -1
spin multiplicity = 1